# C12H9CuF6N3O6P

A molecular structure, C12H9CuF6N3O6P in a non-equilibrium geometry (the ωB97M-V functional and the def2-TZVPD basis, the Open Molecules 2025 dataset).

The geometry in XYZ format:
```
38
Properties=species:S:1:pos:R:3:forces:R:3:lowdin_charge:R:1
Cu -0.581 1.411 -0.288 -0.26 -0.17 0.38 0.74
O -1.533 -0.219 -1.277 0.07 0.06 -0.11 0.02
C -0.882 -1.114 -1.787 0.05 0.02 0.06 -0.16
C 0.557 -1.154 -1.992 -0.08 0.07 0.00 -0.10
C 1.046 -2.269 -2.667 -0.14 -0.19 0.02 0.04
C 2.381 -2.395 -2.949 0.19 -0.11 0.22 -0.17
C 3.285 -1.392 -2.564 0.03 -0.07 0.00 0.00
C 2.832 -0.294 -1.897 0.01 0.08 0.05 0.01
C 1.453 -0.121 -1.572 -0.06 0.10 0.13 -0.30
O 1.118 0.938 -0.932 0.11 -0.06 -0.21 -0.06
N 2.860 -3.570 -3.655 -0.22 0.57 -0.97 -0.37
O 4.030 -3.587 -4.006 0.12 -0.17 0.37 0.05
O 2.049 -4.419 -3.988 0.04 -0.18 0.35 0.05
H -1.420 -2.000 -2.160 0.00 -0.03 -0.01 0.14
H 0.365 -3.052 -2.978 0.02 0.04 0.02 0.13
H 4.333 -1.509 -2.800 0.01 -0.01 -0.01 0.12
H 3.506 0.491 -1.579 -0.02 -0.03 -0.03 0.12
C -0.781 -1.794 4.140 0.02 0.09 0.01 -0.04
N -0.580 -0.481 3.552 -0.03 -0.01 -0.02 -0.06
C -0.424 0.641 4.319 0.00 -0.09 0.04 -0.08
C -0.234 1.858 3.791 -0.05 0.01 -0.05 0.00
C -0.218 1.983 2.340 0.15 -0.07 -0.12 -0.51
O -0.035 3.041 1.740 -0.08 -0.10 0.08 0.02
N -0.414 0.830 1.610 -0.08 0.17 0.01 0.10
C -0.571 -0.405 2.147 0.07 -0.02 -0.04 -0.50
O -0.692 -1.441 1.503 0.00 0.14 0.03 0.04
H -0.692 -1.707 5.222 -0.01 0.00 -0.01 0.08
H -0.037 -2.495 3.767 0.02 0.01 -0.01 0.09
H -1.765 -2.189 3.886 -0.01 0.02 -0.01 0.09
H -0.462 0.478 5.389 0.01 -0.02 0.00 0.12
H -0.111 2.737 4.405 0.00 -0.04 -0.02 0.10
F -2.519 2.181 -0.062 0.12 -0.07 0.05 -0.19
P -2.666 3.352 -1.268 -0.01 0.09 -0.12 0.18
F -1.001 3.272 -1.352 0.10 -0.05 -0.08 -0.18
F -2.691 4.445 -2.428 -0.01 0.00 0.00 -0.13
F -4.250 3.314 -1.120 -0.05 0.00 0.05 -0.12
F -2.713 2.159 -2.340 -0.04 -0.03 -0.10 -0.14
F -2.542 4.473 -0.149 0.02 0.04 0.06 -0.12
```
Forces are in eV/Å.

net charge	-1
E_HOMO (alpha / beta)	-6.3 / -6.3	eV
multiplicity	2
M	499.7	g mol⁻¹
LUMO (alpha / beta)	0.0735 / 0.0624	Eh
E	-99586.2559	eV